{
  "formula": "C45H110FN2O18",
  "method": "ωB97M-V/def2-TZVPD",
  "charge": 1,
  "e_above_lowest_ev": 6.625,
  "gap_ev": 6.78,
  "homo_ev": -10.16,
  "species": ["F", "O", "O", "O", "O", "O", "O", "O", "O", "O", "O", "O", "O", "O", "O", "O", "O", "O", "O", "N", "N", "C", "C", "C", "C", "C", "C", "C", "C", "C", "C", "C", "C", "C", "C", "C", "C", "C", "C", "C", "C", "C", "C", "C", "C", "C", "C", "C", "C", "C", "C", "C", "C", "C", "C", "C", "C", "C", "C", "C", "C", "C", "C", "C", "C", "C", "H", "H", "H", "H", "H", "H", "H", "H", "H", "H", "H", "H", "H", "H", "H", "H", "H", "H", "H", "H", "H", "H", "H", "H", "H", "H", "H", "H", "H", "H", "H", "H", "H", "H", "H", "H", "H", "H", "H", "H", "H", "H", "H", "H", "H", "H", "H", "H", "H", "H", "H", "H", "H", "H", "H", "H", "H", "H", "H", "H", "H", "H", "H", "H", "H", "H", "H", "H", "H", "H", "H", "H", "H", "H", "H", "H", "H", "H", "H", "H", "H", "H", "H", "H", "H", "H", "H", "H", "H", "H", "H", "H", "H", "H", "H", "H", "H", "H", "H", "H", "H", "H", "H", "H", "H", "H", "H", "H", "H", "H"],
  "positions_angstrom": [[1.5611, -5.5206, -1.7199], [-5.0392, -0.4017, 4.0356], [-2.0298, -1.6152, 1.0896], [7.5960, -1.6727, 3.8304], [-3.7937, 5.4023, -8.5705], [-6.1726, -2.9973, -5.5908], [-5.8929, -0.1720, -1.4327], [4.4171, -4.8929, 4.0144], [2.2246, 1.6882, -1.0750], [0.4546, 4.7500, -7.5841], [-4.3677, 3.8383, 1.8656], [4.0628, 0.8103, 9.2833], [-0.1180, 1.2786, -6.6021], [-4.1996, -0.6372, 1.0549], [-7.3425, 2.4045, -0.2435], [5.4590, -7.3956, 5.9579], [5.4020, -1.9893, 7.7825], [-1.1521, 2.3395, 1.9594], [-3.9162, 5.4119, -4.4382], [-1.1399, -4.4636, -2.3188], [-0.3348, -1.8180, -2.8226], [3.9346, 0.4139, -4.2679], [0.1571, 0.2626, -1.5918], [3.4258, -5.8780, 3.7751], [5.5703, 1.1207, 1.0457], [3.6211, 1.5113, -0.8511], [-0.8108, 1.5427, -1.5744], [0.0032, -2.2856, -1.4305], [3.4176, 3.0202, -3.7326], [4.7378, 1.5066, -1.9255], [-0.8263, 2.5547, -4.0888], [-0.2899, -0.4970, -2.9319], [-3.4567, -1.6551, 1.0722], [-4.8806, 5.1946, -3.4178], [1.6764, 0.6597, -1.9342], [-1.5274, -0.5959, 0.1531], [6.8099, -1.9896, 4.9725], [3.1740, 1.6685, 9.9850], [-0.1016, -0.9458, -0.5046], [-1.3044, 4.0275, -2.0315], [5.9493, 0.9708, 2.6057], [6.6960, 1.0675, -0.0584], [-6.8930, -1.1516, -1.6721], [0.9700, -2.1434, 1.6868], [4.6857, -7.7032, 7.1098], [2.8353, -0.7346, 3.9059], [1.7067, -4.3401, -0.8715], [1.0571, -0.9353, 0.6258], [4.4087, 1.7447, -3.4701], [-4.8297, -1.6886, 4.5942], [3.4167, -1.6676, 2.7400], [6.2188, 1.2700, -1.5207], [-4.5754, 5.1161, -7.4182], [-7.5780, -3.0040, -5.3826], [-0.4282, 5.6324, -6.9026], [-5.1406, 3.5357, 3.0188], [-4.1150, -3.1287, 1.1316], [-0.8347, 3.7226, 2.0732], [3.9971, -1.9946, 7.9869], [4.0686, 1.3193, 0.6350], [-1.1208, 0.9695, -7.5603], [1.4528, -2.9635, -1.6517], [-0.4212, 2.7464, -2.5388], [2.3802, -2.7420, 2.1513], [-8.1247, 2.1102, 0.9033], [-1.0616, -3.4660, -1.2095], [-1.0775, 3.6078, -4.4957], [6.2567, -1.1014, 5.2783], [6.6781, 1.8036, 2.9426], [3.9883, -8.5127, 6.8804], [-0.8668, 5.0181, -2.4379], [-1.8642, 1.1844, -1.8992], [1.6755, 1.0718, -3.0182], [3.9036, 3.6644, -4.5613], [4.2815, -2.2767, 3.2114], [-5.8051, -2.3037, -5.0285], [3.2936, 1.3483, 1.4729], [7.4606, -2.3085, 5.7894], [6.1045, -2.7868, 4.7237], [0.9395, 0.0790, 1.1740], [-0.8394, 6.3580, -7.6081], [1.5163, -3.2206, -2.7794], [1.1316, -4.4653, 0.1031], [-4.0039, -3.4722, 2.2294], [4.8575, -5.1289, 4.8428], [2.3948, 2.7143, -4.1355], [-0.9577, -4.0101, -0.1947], [3.8232, -0.4716, -3.5578], [-3.7687, -1.8242, 4.8218], [5.7704, -1.3085, 8.3606], [4.7696, 1.3633, 8.9258], [-1.4448, 0.3741, 0.7960], [-7.6176, -1.1460, -0.8541], [-5.6779, 5.9368, -3.5019], [2.8258, -4.3429, -0.5760], [-1.7388, 4.3195, 1.9322], [-1.3541, 4.0437, -0.8751], [2.3444, -2.2861, -1.4390], [-5.4087, -1.7717, 5.5140], [-8.6803, 3.0038, 1.1891], [-4.4810, 3.2353, 3.8374], [-1.5620, 1.8932, -7.9423], [0.5542, 1.8076, -7.0537], [7.0096, 1.2501, -2.3560], [-5.2006, -3.1501, 0.7908], [-0.8210, 1.9665, -0.4971], [-4.4012, 5.2705, -2.4385], [-1.8959, 0.3718, -7.0789], [-0.5856, -2.3334, -3.6763], [2.0919, 0.0620, 3.5644], [-0.1067, 3.9824, 1.3038], [-6.4278, -2.1381, -1.7536], [-3.9218, 4.8184, -6.5976], [2.8736, 0.6549, -4.6713], [-1.2422, 5.0507, -6.4684], [-3.4365, -3.7934, 0.4813], [2.9086, -5.6411, 2.8444], [-1.7964, 2.1374, 2.6511], [5.9449, -8.1953, 5.7195], [-4.5159, -0.3543, 3.2227], [2.7599, 2.4111, 9.2986], [5.4085, 2.0559, -3.9650], [3.3940, 3.6096, -2.7572], [3.7409, -0.1850, 4.3703], [0.4801, -1.7001, 2.6390], [3.8762, -1.1116, 1.8547], [1.1635, 5.2885, -7.9584], [-5.1610, -2.4553, 3.8885], [-0.5351, -0.1323, -3.9838], [3.5500, -2.7561, 7.3460], [2.1501, -3.4748, 3.0193], [2.4239, -1.3986, 4.7596], [0.2234, -2.9073, 1.2845], [-5.3027, 4.1964, -3.5371], [-0.6825, 0.3981, -8.3820], [-2.3679, 3.9046, -2.4298], [5.3456, -8.0003, 7.9282], [-3.8866, 3.0352, 1.6269], [-0.4058, 3.9204, 3.0582], [3.8984, -6.8589, 3.6867], [2.1189, -0.9426, 0.2077], [-1.7198, 1.8335, -4.2430], [-7.4025, -0.9144, -2.6066], [-5.1268, 6.0121, -7.1327], [2.7064, -5.8816, 4.5984], [-8.8286, 1.3056, 0.6735], [4.9972, 1.1428, 3.2383], [-1.8735, -4.1276, -2.9620], [-6.8613, 1.5985, -0.4754], [3.7792, -2.2278, 9.0319], [0.1118, 6.1500, -6.1053], [3.7079, 2.1680, 10.7970], [-7.7924, -3.2172, -4.3321], [6.4665, -0.0213, 2.8326], [-8.0234, -3.7791, -6.0062], [-3.3185, 4.5936, -8.7988], [-5.8423, 2.7301, 2.7913], [0.0765, 2.1827, -4.6733], [-5.4571, -0.4060, -0.6005], [-3.5599, 6.3004, -4.3081], [-5.6970, 4.4259, 3.3127], [-5.2821, 4.3128, -7.6446], [-1.4672, -5.3555, -1.9078], [-7.4730, 1.8112, 1.7283], [0.6592, 3.1059, -2.4957], [8.0735, -2.4743, 3.5817], [3.5855, -1.0172, 7.7287], [4.1240, -6.8160, 7.4038], [-7.9945, -2.0326, -5.6605], [2.4118, -0.2125, -1.9354], [2.9351, -3.3551, 1.3646], [-2.3546, -0.5037, -0.6525], [7.7950, 0.8880, 0.2365], [-2.1042, -2.9564, -1.1529], [2.3631, 1.0704, 10.4011], [4.5677, 0.1955, -5.1968]],
  "forces_ev_per_angstrom": [[-0.18, 2.08, 1.37], [0.12, 0.15, -0.13], [-2.61, -0.30, -0.99], [0.18, -0.05, -0.27], [0.17, 0.03, -0.28], [0.31, 0.03, 0.07], [0.19, 0.16, 0.12], [0.07, 0.26, 0.07], [1.24, -1.06, -0.23], [0.22, -0.23, -0.07], [0.32, 0.00, -0.12], [0.28, -0.03, -0.16], [0.27, -0.24, -0.20], [3.09, -3.04, -0.26], [0.06, -0.02, -0.04], [0.08, 0.06, -0.20], [0.26, 0.04, -0.05], [-0.22, -0.47, -0.04], [0.31, 0.11, 0.06], [-0.32, 0.70, 0.61], [-0.19, 4.49, 0.42], [-1.16, 0.80, -0.11], [-0.52, -0.73, -2.33], [0.25, -0.11, 0.21], [-0.54, 0.30, -2.56], [4.19, -0.64, 2.06], [0.28, 0.44, 0.55], [0.05, -2.22, -0.53], [1.20, -0.26, -0.21], [0.16, -0.40, 2.06], [0.76, 0.34, 0.51], [0.41, -1.91, -0.08], [-1.79, 0.97, 0.42], [0.07, 0.23, 0.11], [0.38, 0.10, -1.04], [-0.35, 0.76, 0.01], [0.14, -0.23, -0.02], [0.17, 0.16, -0.04], [0.95, 0.47, 0.26], [0.13, -0.53, 0.25], [-0.30, 0.87, -0.53], [-4.54, 0.64, -0.85], [0.09, 0.01, 0.19], [-0.37, 0.91, 0.49], [0.12, -0.22, -0.04], [1.10, -0.21, 0.21], [1.79, -0.16, 0.00], [-0.07, 0.39, 0.49], [0.80, 0.26, -0.39], [0.13, 0.19, -0.22], [0.12, -0.68, 0.08], [-1.52, -0.07, 2.55], [0.26, -0.35, -0.13], [0.09, 0.20, 0.13], [0.15, 0.19, -0.12], [0.10, -0.21, -0.10], [1.85, 0.44, 0.31], [-0.13, 0.27, 0.16], [0.00, 0.15, 0.05], [2.60, 0.04, -2.16], [0.20, 0.14, -0.17], [0.23, -1.00, -0.38], [-1.32, 1.57, -0.36], [-0.17, -0.27, 1.04], [0.22, -0.13, -0.23], [-1.94, 0.57, 1.35], [0.23, -1.88, 0.49], [0.10, -0.06, -0.07], [-1.08, -1.25, -0.81], [-0.10, 0.03, 0.20], [-0.71, -1.68, 0.70], [1.54, 0.77, 0.82], [-0.15, -0.68, 1.73], [-0.86, -0.93, 1.42], [-1.42, 0.91, -0.84], [-0.08, -0.15, -0.20], [1.14, -0.03, -1.39], [-0.23, 0.03, 0.14], [-0.11, 0.03, 0.22], [0.25, -1.60, -0.88], [-0.17, 0.04, 0.19], [-0.01, 0.25, 1.90], [0.49, 0.00, -1.59], [-0.29, 0.42, -1.81], [0.01, -0.06, -0.22], [1.24, 0.43, 0.86], [0.18, 1.08, -1.72], [0.50, 1.02, -1.18], [-0.02, -0.23, 0.12], [-0.10, -0.19, -0.11], [-0.16, -0.15, 0.08], [0.03, -1.55, -1.65], [-0.14, -0.18, -0.13], [-0.11, -0.12, 0.18], [-1.84, -0.10, -0.54], [0.12, 0.14, 0.03], [0.14, 0.21, -1.88], [-1.46, -0.70, -0.15], [0.04, 0.07, -0.12], [0.08, -0.06, -0.08], [-0.20, -0.02, 0.18], [-0.12, -0.12, -0.10], [-0.17, 0.01, 0.16], [-1.49, 0.09, 1.39], [1.60, 0.32, 0.54], [-0.18, -0.85, -1.75], [-0.24, -0.07, 0.12], [0.10, 0.06, 0.03], [0.31, -0.47, 0.93], [0.81, -1.22, 0.46], [-0.03, -0.17, 0.06], [-0.20, -0.13, -0.05], [-0.29, 0.03, 0.08], [1.63, -0.62, 0.49], [0.09, -0.01, -0.10], [-1.26, 0.82, 1.06], [0.10, 0.06, 0.07], [0.20, 0.01, -0.12], [-0.05, 0.28, -0.03], [-0.32, 0.10, 0.18], [-0.13, 0.07, 0.16], [-1.51, -0.56, 1.04], [-0.37, -0.60, -1.49], [-1.53, -0.77, -0.71], [0.67, -0.87, -1.51], [-0.67, -0.32, 1.36], [-0.17, -0.20, 0.03], [-0.03, -0.18, 0.17], [0.50, 0.24, 1.63], [0.19, -0.02, 0.01], [0.32, 1.09, -1.43], [0.36, 1.13, -1.48], [1.22, 0.72, 0.71], [0.09, 0.09, -0.06], [-0.23, -0.02, -0.09], [1.37, 0.27, 0.56], [-0.19, 0.01, 0.13], [-0.18, 0.21, -0.12], [0.05, 0.17, -0.09], [-0.23, -0.08, 0.00], [-1.56, 0.16, 0.16], [1.36, 1.29, 0.25], [0.08, 0.05, 0.10], [0.12, -0.05, -0.09], [-0.16, -0.19, -0.10], [-0.13, 0.01, 0.23], [1.55, -0.56, -1.07], [0.43, -0.65, 0.44], [0.00, 0.16, -0.19], [-0.24, 0.04, -0.05], [-0.18, 0.08, 0.09], [-0.21, 0.08, 0.07], [-0.25, -0.02, -0.04], [-0.93, 1.25, -0.35], [0.15, 0.07, 0.04], [-0.09, 0.26, -0.03], [-0.05, 0.04, 0.24], [-1.45, 0.36, 0.73], [0.01, 0.15, -0.05], [-0.06, -0.22, -0.11], [0.11, -0.05, -0.11], [-0.15, 0.04, 0.18], [0.41, 0.72, -0.64], [-0.22, -0.06, 0.16], [-1.29, -0.97, 0.22], [-0.09, 0.25, -0.02], [-0.21, -0.14, 0.11], [0.10, -0.04, -0.09], [-0.23, -0.09, 0.04], [-1.31, 0.88, 0.10], [-0.89, 0.90, 0.83], [1.55, 0.19, 1.19], [-2.05, 0.37, -0.65], [1.70, -0.48, 0.18], [0.14, -0.02, -0.08], [-0.72, 0.14, 1.62]],
  "mulliken_charge": [-0.404, -0.544, -0.091, -0.569, -0.519, -0.493, -0.437, -0.387, -0.087, -0.482, -0.443, -0.437, -0.346, -0.423, -0.434, -0.473, -0.454, -0.213, -0.357, -0.522, 0.071, -0.436, 1.968, -0.546, 0.582, 0.359, -0.865, 1.087, -0.895, -0.079, -0.187, -1.666, 0.663, -0.655, -0.605, -1.491, -0.297, -0.559, 1.593, -0.915, -0.762, -0.786, -0.636, -0.305, -0.526, -0.884, -0.372, -0.765, 0.209, -0.531, 0.422, -0.841, -0.294, -0.490, -0.209, -0.284, -0.977, -0.784, -0.488, -0.436, -0.602, -0.714, 1.094, -0.611, -0.469, -0.971, -0.065, 0.163, 0.477, 0.275, 0.382, 0.495, -0.411, 0.371, -0.101, 0.290, 0.204, 0.423, 0.010, 0.685, 0.334, 0.535, 0.238, 0.309, 0.235, 0.039, 0.499, 0.045, 0.247, 0.276, 0.271, -0.385, 0.321, 0.317, 0.289, 0.254, 0.111, 0.025, 0.301, 0.250, 0.282, 0.141, 0.239, 0.275, 0.264, -0.598, 0.257, 0.241, 0.443, -0.034, 0.267, 0.232, 0.018, -0.028, -0.200, 0.259, 0.121, 0.180, 0.278, 0.267, 0.259, 0.809, 0.219, 0.268, 0.459, -0.036, 0.264, 0.167, 0.469, 0.211, 0.301, 0.331, 0.287, 0.231, 0.299, 0.239, 0.289, 0.191, 0.345, 0.302, -0.054, 0.026, 0.245, 0.212, 0.270, 0.287, 0.165, 0.290, 0.272, 0.297, 0.301, 0.241, 0.196, 0.055, 0.259, 0.286, -0.029, -0.117, 0.234, 0.237, 0.285, 0.285, 0.320, 0.070, -0.059, 0.281, 0.171, 0.188, 0.243, 0.036, -0.140, 0.906, 0.329, 0.303, 0.223, 0.369]
}